# 1
ORCA calculation (ωB97M-V with the def2-TZVPD basis set) on 13 unconnected molecules or ions with the total composition C52H73N5O24 in a non-equilibrium geometry.

The geometry in XYZ format:
```
154
Properties=species:S:1:pos:R:3:mulliken_charge:R:1
N -2.686 5.102 -3.791 0.096
C -2.425 6.016 -2.849 -1.022
C -1.429 5.526 -1.950 -1.297
C -1.152 4.217 -2.362 1.197
C -1.889 4.024 -3.493 -1.499
H -3.297 5.190 -4.590 0.254
H -3.046 6.893 -2.956 0.501
H -1.022 5.987 -1.063 0.545
H -0.463 3.550 -1.865 0.466
H -1.852 3.121 -4.083 0.750
N -5.254 5.160 -0.500 0.071
C -4.110 4.708 0.138 -1.331
C -4.432 3.762 1.104 0.461
C -5.785 3.571 1.014 -0.424
C -6.342 4.359 -0.037 -0.843
H -5.240 6.030 -1.013 0.269
H -3.179 5.251 0.069 0.423
H -3.782 3.226 1.780 0.329
H -6.233 2.853 1.685 0.479
H -7.319 4.425 -0.493 0.359
N 0.913 1.365 -5.104 0.654
C 1.043 1.131 -6.423 -0.606
C 0.885 2.353 -7.066 -0.712
C 0.902 3.298 -6.070 -1.006
C 0.824 2.707 -4.861 -0.385
H 0.875 0.695 -4.349 0.339
H 1.068 0.103 -6.752 0.425
H 0.878 2.505 -8.135 0.417
H 0.812 4.355 -6.277 0.422
H 0.778 3.024 -3.830 0.693
N -4.894 2.065 -1.752 0.157
C -5.191 0.794 -1.346 -0.688
C -5.367 -0.035 -2.437 -0.526
C -5.253 0.708 -3.580 -0.844
C -4.918 2.057 -3.164 -0.649
H -4.840 2.856 -1.127 0.698
H -5.263 0.504 -0.308 0.627
H -5.633 -1.081 -2.388 0.541
H -5.388 0.354 -4.591 0.470
H -4.695 2.940 -3.745 0.482
N 3.250 2.001 0.115 0.458
C 3.648 2.324 -1.146 -0.987
C 2.912 3.487 -1.485 -0.778
C 2.177 3.907 -0.417 -0.946
C 2.375 2.908 0.575 -0.401
H 3.502 1.140 0.579 0.186
H 4.416 1.695 -1.571 0.867
H 2.890 4.057 -2.401 0.490
H 1.569 4.785 -0.258 0.613
H 2.005 2.913 1.590 0.393
C 2.683 -3.147 -2.472 -0.295
C 3.681 -2.239 -3.135 0.898
C 3.840 -0.953 -2.388 0.678
O 5.241 -0.731 -2.191 -0.398
C 5.833 -1.858 -2.410 0.501
O 7.014 -2.048 -2.198 -0.646
O 5.016 -2.721 -3.016 -0.446
H 2.777 -4.168 -2.840 0.720
H 1.663 -2.797 -2.632 -0.497
H 3.015 -3.308 -1.446 -0.340
H 3.404 -1.975 -4.156 0.282
H 3.308 -0.934 -1.436 -0.419
H 3.469 -0.101 -2.958 -0.056
C 4.812 0.036 4.752 -1.290
C 4.030 1.053 4.003 0.919
C 2.487 0.916 4.021 0.310
O 1.967 2.236 4.287 -0.311
C 2.963 3.031 4.636 0.437
O 2.907 4.178 5.071 -0.630
O 4.155 2.367 4.525 -0.455
H 5.702 0.414 5.255 0.377
H 5.052 -0.765 4.053 0.082
H 4.158 -0.375 5.521 0.367
H 4.382 1.059 2.972 0.029
H 2.238 0.246 4.844 0.637
H 2.153 0.508 3.067 -0.496
C -2.349 -1.059 -3.740 -1.653
C -1.156 -2.013 -3.631 2.287
C -1.469 -3.448 -4.064 -0.426
O -0.612 -3.654 -5.210 -0.421
C 0.228 -2.549 -5.301 0.302
O 1.245 -2.568 -5.997 -0.597
O -0.204 -1.518 -4.500 0.187
H -2.184 -0.139 -3.179 0.222
H -3.265 -1.490 -3.336 0.346
H -2.651 -0.720 -4.731 0.370
H -0.836 -2.007 -2.590 -1.148
H -2.522 -3.656 -4.254 0.368
H -1.183 -4.174 -3.302 0.265
C -3.276 -2.349 3.288 -0.826
C -3.677 -3.320 2.211 0.420
C -4.929 -2.773 1.386 -0.357
O -4.623 -3.075 0.082 -0.369
C -3.290 -3.371 -0.057 0.468
O -2.699 -3.619 -1.113 -0.563
O -2.694 -3.389 1.157 -0.054
H -2.217 -2.499 3.493 -0.044
H -3.896 -2.434 4.181 0.588
H -3.158 -1.337 2.901 -0.143
H -3.933 -4.281 2.656 0.241
H -5.120 -1.717 1.580 0.142
H -5.811 -3.335 1.693 0.384
C 5.282 -4.745 0.865 -1.641
C 5.183 -3.449 1.630 0.485
C 6.266 -2.419 1.414 -0.696
O 5.507 -1.259 1.193 -0.407
C 4.218 -1.518 1.256 0.073
O 3.315 -0.667 1.301 0.058
O 4.001 -2.798 1.138 0.159
H 5.553 -4.680 -0.189 0.332
H 4.340 -5.291 0.914 0.227
H 6.049 -5.403 1.274 0.494
H 5.221 -3.581 2.712 0.356
H 6.859 -2.673 0.536 0.378
H 6.954 -2.311 2.253 0.255
C -0.495 0.737 5.976 -0.725
C -1.889 1.368 5.800 0.175
C -1.928 2.551 4.850 -0.137
O -3.090 2.369 4.125 -0.287
C -3.505 1.101 4.217 0.746
O -4.486 0.645 3.621 -0.569
O -2.716 0.414 5.100 -0.306
H 0.164 1.354 6.586 0.426
H -0.031 0.734 4.990 -0.298
H -0.564 -0.251 6.431 0.379
H -2.362 1.642 6.744 0.312
H -1.059 2.602 4.194 0.024
H -1.915 3.506 5.375 0.412
C -1.611 1.071 0.975 -1.718
C -0.240 0.485 0.556 2.023
C 0.080 -0.962 0.601 3.144
O 0.671 -1.210 -0.636 0.212
C 0.535 -0.118 -1.453 -0.590
O 0.982 -0.027 -2.624 -0.151
O -0.179 0.790 -0.830 -0.194
H -2.420 0.603 0.413 0.257
H -1.768 2.130 0.771 0.367
H -1.779 0.898 2.038 -0.065
H 0.568 1.054 1.015 -0.836
H -0.838 -1.545 0.668 -1.163
H 0.783 -1.178 1.406 -1.837
C 0.557 -4.779 0.987 -1.473
C 0.515 -4.605 2.477 0.632
C 1.844 -4.831 3.171 -0.190
O 2.162 -3.675 3.872 -0.339
C 1.143 -2.812 3.768 0.080
O 1.007 -1.709 4.284 -0.430
O 0.302 -3.228 2.783 0.535
H -0.440 -4.671 0.560 0.108
H 0.805 -5.822 0.791 0.601
H 1.276 -4.180 0.429 0.262
H -0.218 -5.210 3.011 0.262
H 2.597 -5.090 2.427 -0.246
H 1.781 -5.672 3.861 0.392
```

## Properties
DFT total energy	-4104.8047	Eh
HOMO-LUMO gap	7.04	eV
largest force on an atom	0.0931	Eh/bohr
charge	0
ΔE to the lowest compared entry with this formula, charge and spin	0.00	kcal/mol


# 2
ORCA calculation (ωB97M-V with the def2-TZVPD basis set) on 12 unconnected molecules or ions with the total composition C52H74Br2N6O5 in a non-equilibrium geometry.

The geometry in XYZ format:
```
139
Properties=species:S:1:pos:R:3:mulliken_charge:R:1
C 4.720 -17.801 -23.331 -0.197
C 5.951 -17.687 -24.031 -0.390
C 6.771 -18.852 -24.055 -0.152
N 6.394 -19.998 -23.366 -0.557
C 5.165 -20.061 -22.787 -0.122
C 4.252 -19.000 -22.794 -0.457
H 4.127 -16.899 -23.303 0.361
H 6.359 -16.813 -24.517 0.363
H 7.761 -18.878 -24.487 0.377
H 5.006 -21.011 -22.300 0.400
H 3.272 -19.191 -22.382 0.372
C 3.766 -21.985 -16.375 -0.200
C 2.828 -21.017 -15.889 -0.420
C 1.691 -21.554 -15.315 -0.060
N 1.330 -22.840 -15.239 -0.529
C 2.225 -23.746 -15.705 -0.279
C 3.421 -23.354 -16.342 -0.311
H 4.712 -21.675 -16.794 0.364
H 3.017 -19.954 -15.864 0.360
H 0.969 -20.919 -14.823 0.376
H 1.814 -24.732 -15.864 0.368
H 4.152 -23.986 -16.826 0.331
C -10.697 -17.287 -26.456 -0.105
C -9.398 -17.730 -26.369 -0.388
C -8.419 -16.799 -26.652 -0.224
N -8.710 -15.599 -27.148 -0.521
C -9.993 -15.160 -27.110 -0.200
C -11.036 -16.014 -26.843 -0.340
H -11.494 -17.973 -26.209 0.337
H -9.236 -18.754 -26.065 0.348
H -7.368 -17.036 -26.734 0.377
H -10.210 -14.116 -27.282 0.363
H -12.085 -15.771 -26.927 0.355
C -7.282 -22.373 -13.884 -0.205
C -8.349 -22.863 -14.668 -0.334
C -9.253 -23.726 -14.094 -0.110
N -9.291 -24.048 -12.760 -0.537
C -8.250 -23.481 -11.988 -0.183
C -7.219 -22.717 -12.550 -0.338
H -6.569 -21.734 -14.385 0.356
H -8.344 -22.672 -15.731 0.335
H -9.938 -24.213 -14.772 0.336
H -8.145 -23.802 -10.962 0.345
H -6.331 -22.477 -11.984 0.335
C -5.140 -30.838 -17.315 -0.337
C -4.817 -29.485 -17.048 -0.228
C -3.537 -29.050 -16.879 -0.198
N -2.529 -29.990 -16.863 -0.542
C -2.748 -31.313 -17.021 -0.192
C -4.072 -31.757 -17.257 -0.286
H -6.154 -31.186 -17.452 0.403
H -5.615 -28.760 -16.990 0.321
H -3.345 -27.999 -16.723 0.347
H -1.883 -31.946 -16.884 0.377
H -4.326 -32.806 -17.270 0.335
C -1.917 -23.814 -21.819 -0.144
C -3.116 -23.148 -21.667 -0.369
C -3.431 -22.154 -22.576 -0.255
N -2.576 -21.839 -23.621 -0.546
C -1.428 -22.534 -23.741 -0.184
C -1.069 -23.534 -22.846 -0.342
H -1.570 -24.562 -21.121 0.364
H -3.789 -23.413 -20.865 0.351
H -4.420 -21.729 -22.665 0.381
H -0.806 -22.264 -24.581 0.384
H -0.224 -24.184 -23.017 0.360
C -2.082 -15.326 -21.387 -0.348
C -1.620 -15.172 -19.980 -0.583
C -2.789 -14.534 -19.269 -0.370
O -3.330 -13.762 -20.334 -0.424
C -3.293 -14.458 -21.530 -0.445
H -2.395 -16.313 -21.730 0.289
H -1.237 -15.007 -21.995 0.205
H -0.695 -14.598 -19.921 0.272
H -1.338 -16.086 -19.458 0.307
H -2.406 -13.840 -18.521 0.272
H -3.571 -15.236 -18.980 0.299
H -3.323 -13.783 -22.385 0.262
H -4.215 -15.035 -21.615 0.264
C 3.520 -32.657 -24.094 -0.552
C 3.709 -31.476 -23.210 -0.525
C 2.291 -31.381 -22.574 -0.401
O 1.831 -32.735 -22.567 -0.403
C 2.686 -33.641 -23.258 -0.392
H 4.521 -33.029 -24.310 0.317
H 3.024 -32.482 -25.049 0.285
H 3.988 -30.552 -23.716 0.315
H 4.407 -31.620 -22.385 0.255
H 1.629 -30.724 -23.139 0.256
H 2.349 -30.919 -21.588 0.279
H 2.316 -34.428 -23.915 0.292
H 3.283 -34.057 -22.447 0.274
C 3.676 -24.965 -29.576 -0.484
C 2.865 -26.196 -29.855 -0.573
C 2.092 -26.457 -28.616 -0.326
O 3.093 -26.071 -27.715 -0.416
C 3.974 -25.019 -28.152 -0.354
H 3.099 -24.061 -29.766 0.232
H 4.607 -24.829 -30.127 0.317
H 3.502 -27.032 -30.146 0.239
H 2.248 -26.118 -30.750 0.354
H 1.696 -27.457 -28.443 0.274
H 1.220 -25.812 -28.506 0.235
H 5.014 -25.301 -27.990 0.252
H 3.885 -24.038 -27.685 0.251
C 1.519 -16.064 -29.699 -0.466
C 0.353 -16.068 -28.691 -0.516
C -0.053 -14.605 -28.730 -0.453
O 1.194 -13.891 -28.883 -0.405
C 2.160 -14.718 -29.526 -0.415
H 1.047 -16.194 -30.673 0.279
H 2.183 -16.888 -29.435 0.289
H 0.601 -16.194 -27.638 0.264
H -0.450 -16.760 -28.944 0.329
H -0.630 -14.291 -27.860 0.307
H -0.633 -14.380 -29.626 0.269
H 2.986 -14.863 -28.830 0.220
H 2.695 -14.255 -30.354 0.299
C -4.753 -29.733 -24.879 -0.471
C -5.883 -29.043 -25.606 -0.487
C -7.146 -29.838 -25.355 -0.436
O -6.626 -31.099 -24.993 -0.411
C -5.420 -30.904 -24.179 -0.422
H -4.163 -29.148 -24.173 0.339
H -4.042 -30.004 -25.660 0.201
H -5.590 -29.039 -26.656 0.247
H -5.906 -28.008 -25.266 0.287
H -7.800 -29.798 -26.226 0.312
H -7.726 -29.474 -24.507 0.272
H -4.790 -31.793 -24.195 0.301
H -5.579 -30.661 -23.128 0.268
Br -9.741 -16.812 -19.938 -0.172
C -10.995 -15.293 -19.965 -0.572
C -10.153 -13.992 -19.781 -0.636
Br -11.449 -12.457 -20.016 -0.174
H -11.752 -15.454 -19.198 0.380
H -11.454 -15.175 -20.947 0.380
H -9.348 -13.896 -20.509 0.400
H -9.682 -13.938 -18.799 0.393
```

## Properties
DFT total energy	-7878.2758	Eh
HOMO-LUMO gap	9.58	eV
SMILES	c1ccncc1.c1ccncc1.c1ccncc1.c1ccncc1.c1ccncc1.c1ccncc1.C1CCOC1.C1CCOC1.C1CCOC1.C1CCOC1.C1CCOC1.BrCCBr
largest force on an atom	0.0755	Eh/bohr
charge	0